(1)
The following is a DFT calculation (the ωB97M-V functional and the def2-TZVPD basis) of a 2-piece molecular cluster, C5H12N2O overall.

Geometry as XYZ:
```
20
Properties=species:S:1:pos:R:3:mulliken_charge:R:1
C -2.72550 0.43571 -2.13301 -0.49
C -2.18772 1.55013 -2.61619 -0.07
N -0.89834 1.97473 -2.28214 -0.43
C -0.58597 2.11358 -1.06742 -0.34
H -2.13456 -0.16942 -1.45814 0.13
H -3.68388 0.06652 -2.46497 0.27
H -2.66664 2.13156 -3.39461 0.33
H 0.44994 2.30375 -0.80592 0.28
H -1.33142 2.05950 -0.27338 0.34
N 2.84333 -1.79029 2.06473 -0.61
C 1.89935 -0.72436 1.72626 -0.42
C 0.61311 -1.33130 1.22433 -0.36
O -0.29861 -0.27270 0.92426 -0.48
H 3.56567 -1.43938 2.67849 0.23
H 3.29984 -2.13636 1.23019 0.22
H 2.28911 -0.01669 0.98310 0.25
H 1.68439 -0.14154 2.62222 0.33
H 0.18963 -1.98156 1.99261 0.29
H 0.81967 -1.94077 0.33764 0.26
H -1.14141 -0.69112 0.71197 0.27
```

Properties
**Max |F|**: 0.3 eV/A
**Structure (SMILES)**: C=CN=C.NCCO
**Spin multiplicity**: 1
**Highest occupied orbital energy**: -0.33126 Ha
**Total charge**: 0

***

(2)
The following is a DFT calculation (the ωB97M-V functional and the def2-TZVPD basis) of a 2-piece molecular cluster, C5H17N2O overall at a distorted geometry.

Geometry as XYZ:
```
25
Properties=species:S:1:pos:R:3:mulliken_charge:R:1
C 1.44101 -1.62736 1.33634 -1.69
C 0.61209 -0.69597 0.50965 0.70
C 1.35421 0.60530 0.12929 -0.92
C 1.16772 1.08263 -1.30278 -0.83
C -0.25618 1.25043 -1.79587 -0.65
N -1.18155 1.62104 -0.69482 -0.56
N -0.59360 -0.27392 1.33560 -0.27
H 1.68935 -1.21768 2.31442 0.43
H 0.98177 -2.59493 1.54910 0.41
H 2.40656 -1.86028 0.90104 0.42
H 0.13038 -1.05647 -0.39225 0.23
H 0.91868 1.39299 0.75669 0.27
H 2.37604 0.63011 0.43741 0.51
H 1.79980 1.96750 -1.39481 0.42
H 1.73384 0.47477 -2.01230 0.36
H -0.59803 0.30156 -2.20622 0.31
H -0.31154 2.02379 -2.55784 0.40
H -2.02566 1.95594 -1.13381 0.24
H -0.74623 2.34213 -0.13570 0.20
H -1.24681 0.15926 0.65858 0.27
H -1.01091 -1.01828 1.88878 0.35
H -0.38888 0.43706 2.03503 0.39
H -2.70136 -2.71406 0.24423 0.29
H -3.03920 -1.40597 -0.59360 0.29
O -2.51151 -1.77960 0.12385 -0.57
```

Properties
**Max |F|**: 1.6 eV/A
**Spin multiplicity**: 1
**Highest occupied orbital energy**: -0.50538 Ha
**Total charge**: +1

***

E for the records above, in order: -382.3903 -385.2268 a.u.
Energy relative to the best compared isomer or geometry (same formula, charge and spin) for the records above, in order: 3.055 0.379 eV